Density functional theory data (ωB97M-V/def2-TZVPD) for a molecular structure, C23H41BrP2Ti.

Output
HOMO level (spin up / spin down) in eV: -10.44 / -11.13
Gap between HOMO and LUMO (spin up / spin down) in eV: 7.80 / 8.45
2S+1: 2
Total charge: +1

Structure (XYZ):
```
68
C23H41BrP2Ti ωB97M-V/def2-TZVPD
Ti 0.5778 0.0125 -0.3470
C 0.0449 -1.2233 1.5241
C 0.4131 0.1146 1.9451
C -1.5310 0.2699 0.6640
C -1.1634 -1.1168 0.7406
C -0.5536 1.0391 1.3893
C 0.6561 -2.5024 1.9679
H 1.6988 -2.3829 2.2814
H 0.6198 -3.2610 1.1770
H 0.0914 -2.8989 2.8244
C -1.9733 -2.2513 0.2386
H -1.3894 -3.1750 0.1882
H -2.3787 -2.0544 -0.7592
H -2.8263 -2.4316 0.9088
C -2.7959 0.7901 0.0931
H -3.6054 0.7065 0.8331
H -3.1030 0.2387 -0.7996
H -2.7067 1.8479 -0.1754
C -0.6665 2.4953 1.6675
H -1.3303 2.6527 2.5308
H -1.1034 3.0366 0.8183
H 0.3016 2.9466 1.9024
C 1.4425 0.4767 2.9511
H 0.9653 0.5902 3.9363
H 1.9356 1.4308 2.7249
H 2.2112 -0.2912 3.0550
C 5.1388 -0.4105 -2.9040
C 5.5867 -0.8346 -1.7072
C 6.6746 -0.1495 -0.9362
C 6.7294 1.4016 -1.0483
C 5.4069 2.0925 -1.0937
C 4.7781 2.4763 -2.2267
C 5.2100 2.0574 -3.5967
C 5.8191 0.6402 -3.7114
H 7.6570 -0.5429 -1.2561
H 7.3751 1.6967 -1.8927
H 6.6032 -0.4037 0.1322
H 6.8953 0.6785 -3.4873
H 4.3177 -0.9169 -3.4143
H 5.3404 -1.8419 -1.3521
H 5.7618 0.3410 -4.7709
H 4.3524 2.1300 -4.2846
H 4.0122 3.2594 -2.2115
H 5.9510 2.7817 -3.9825
H 7.2603 1.7680 -0.1519
H 5.0482 2.3998 -0.1101
P 2.5246 -1.2312 -0.8485
C 2.7186 -2.5441 -2.0429
C 3.6531 -1.3099 0.5704
P 1.7012 2.0141 -1.0282
C 2.7547 0.5029 -1.6000
C 2.5863 3.0509 0.1483
C 1.2682 2.9755 -2.4913
H 1.9027 -2.4838 -2.7741
H 2.6298 -3.4967 -1.5048
H 3.6802 -2.5223 -2.5611
H 4.6128 -0.8242 0.3594
H 3.8269 -2.3712 0.7982
H 3.2098 -0.8261 1.4494
H 2.1439 3.1635 -3.1250
H 0.8377 3.9319 -2.1567
H 0.5070 2.4286 -3.0637
H 2.7557 0.4622 -2.6992
H 3.7669 0.7053 -1.2617
H 1.9004 3.8393 0.4863
H 3.4576 3.5323 -0.3049
H 2.9043 2.4715 1.0226
Br -0.4922 -0.3363 -2.5392
```

Löwdin population analysis, charges in e, atoms 1 to 2: 0.24, -0.29

Density functional theory data (ωB97M-V/def2-TZVPD) for 2 unconnected molecules or ions with the total composition C5H11O2.

Output
HOMO level in eV: -3.17
Gap between HOMO and LUMO in eV: 6.91
Total charge: -1

Structure (XYZ):
```
18
C5H11O2 ωB97M-V/def2-TZVPD
C -1.5066 -0.1459 0.3034
O -2.5546 0.6963 0.3661
C -0.3016 0.4097 -0.5245
C 0.5119 -0.6338 -1.3263
C 1.3337 -1.4288 -0.3388
C 2.6329 -1.2311 -0.1301
H -1.1003 -0.4094 1.3104
H -1.7263 -1.1205 -0.2129
H 0.4224 0.9337 0.1083
H -0.6784 1.1691 -1.2205
H -0.1832 -1.3394 -1.7885
H 1.1592 -0.2106 -2.0944
H 0.7575 -2.0108 0.3729
H 3.2265 -0.3689 -0.3987
H 3.0882 -1.8496 0.6357
H -1.0097 2.8831 1.6143
H -2.1673 1.9247 1.3821
O -1.9045 2.7323 1.9415
```

Löwdin population analysis, charges in e, atoms 1 to 2: -0.50, -0.33

It is found that the strongest force on any atom values, taken in the order of the records, are 0.0414, 0.0285 Eh/bohr.
It is found that the calculated total energy values, taken in the order of the records, are -5006.9719, -347.5622 hartree.